This record from OMol25 describes a molecular structure, C40H63N10O5SSbY. The level of theory is ωB97M-V/def2-TZVPD.

Energy: -86059.752 eV
Strongest force on any atom: 0.005 Eh/bohr
Net charge: +1
Energy relative to the best compared isomer or geometry (same formula, charge and spin): 45.9 kJ/mol
HOMO level: -8.55 eV
Gap between HOMO and LUMO: 6.46 eV

Last column: Mulliken charge in e.
CARTESIAN COORDINATES (ANGSTROEM)
1 Y -0.39 -0.67 0.39  0.964
2 N 2.98 -1.53 2.18  -0.345
3 C 2.86 -0.42 3.11  1.163
4 C 2.73 -0.87 4.58  -1.352
5 C 2.31 0.17 5.63  -0.482
6 C 3.00 1.53 5.62  -0.796
7 N 4.43 1.50 5.30  -0.175
8 C 4.99 2.12 4.26  0.836
9 N 4.25 2.65 3.30  -0.090
10 N 6.33 2.21 4.21  -0.451
11 C 1.68 0.46 2.70  1.272
12 O 1.80 1.70 2.77  -0.988
13 O 0.62 -0.14 2.36  -0.927
14 H 2.11 -2.06 2.14  0.084
15 H 3.72 -2.16 2.45  0.315
16 H 3.77 0.18 3.00  -0.716
17 H 3.68 -1.32 4.86  0.465
18 H 1.98 -1.67 4.61  0.301
19 H 2.45 -0.30 6.61  0.526
20 H 1.24 0.37 5.55  0.237
21 H 2.89 2.00 6.60  0.450
22 H 2.52 2.19 4.90  0.252
23 H 5.05 1.05 5.95  0.241
24 H 3.24 2.36 3.15  -0.090
25 H 4.71 3.15 2.56  0.268
26 H 6.89 1.99 5.01  0.188
27 H 6.79 2.52 3.38  0.202
28 C 1.82 -4.53 -6.25  -0.974
29 O 1.52 -3.37 -5.48  -0.460
30 C 1.37 -3.51 -4.15  0.986
31 C 1.52 -4.74 -3.48  -1.282
32 C 1.35 -4.77 -2.12  -1.017
33 C 1.03 -3.63 -1.37  0.141
34 C 0.84 -3.74 0.06  1.205
35 C 1.01 -5.07 0.75  -2.034
36 O 0.52 -2.78 0.79  -0.745
37 C 0.88 -2.39 -2.06  -0.729
38 O 0.57 -1.28 -1.44  0.517
39 C 1.06 -2.36 -3.45  -0.240
40 H 1.89 -4.19 -7.28  0.262
41 H 1.03 -5.28 -6.16  0.379
42 H 2.78 -4.96 -5.95  0.374
43 H 1.76 -5.65 -4.02  0.441
44 H 1.46 -5.72 -1.62  0.404
45 H 0.24 -5.76 0.39  0.418
46 H 0.89 -4.93 1.81  0.360
47 H 1.99 -5.51 0.54  0.450
48 H 0.93 -1.43 -3.98  0.616
49 C 4.72 0.70 0.00  -1.197
50 Sb 2.70 1.11 -0.60  0.407
51 C 2.90 3.25 -0.48  -1.180
52 C 3.08 0.94 -2.69  -1.068
53 H 5.42 1.36 -0.52  0.478
54 H 4.96 -0.34 -0.24  0.373
55 H 4.83 0.82 1.08  0.095
56 H 3.83 3.59 -0.94  0.614
57 H 2.86 3.57 0.56  0.235
58 H 2.06 3.73 -1.00  0.071
59 H 3.93 1.55 -2.99  0.503
60 H 2.19 1.25 -3.24  0.040
61 H 3.28 -0.11 -2.93  0.413
62 C -2.96 -5.82 0.12  -0.641
63 C -2.38 -5.03 -0.86  -0.895
64 C -2.21 -3.67 -0.66  0.399
65 C -2.59 -3.07 0.54  -0.450
66 C -3.19 -3.88 1.52  -0.061
67 C -3.37 -5.23 1.31  -0.628
68 N -2.34 -1.70 0.78  0.615
69 C -3.44 -0.94 1.16  -0.618
70 C -3.30 0.08 2.10  -0.151
71 C -4.37 0.88 2.47  -0.591
72 C -5.63 0.66 1.93  -0.771
73 C -5.79 -0.37 1.00  -0.708
74 C -4.72 -1.15 0.61  0.346
75 H -3.10 -6.88 -0.04  0.399
76 H -2.06 -5.47 -1.81  0.437
77 H -1.79 -3.05 -1.44  0.176
78 H -3.49 -3.42 2.45  0.459
79 H -3.83 -5.84 2.08  0.406
80 H -2.34 0.20 2.61  0.616
81 H -4.23 1.66 3.22  0.407
82 H -6.48 1.26 2.24  0.395
83 H -6.77 -0.56 0.58  0.443
84 H -4.86 -1.94 -0.12  0.537
85 C -0.03 3.90 -3.38  -0.446
86 C -0.48 2.46 -3.45  -0.514
87 N -0.31 1.84 -2.14  1.309
88 C -0.67 2.47 -0.99  -0.384
89 N -0.84 1.74 0.09  1.023
90 C -1.18 2.45 1.33  -0.674
91 C -0.51 3.81 1.40  -0.138
92 C -0.96 4.61 0.19  -0.930
93 N -0.76 3.83 -1.02  0.206
94 C -0.81 4.58 -2.27  -0.727
95 H -0.21 4.40 -4.32  0.433
96 H 1.04 3.94 -3.16  0.074
97 H 0.11 1.88 -4.17  0.361
98 H -1.53 2.40 -3.78  0.158
99 H -0.51 0.84 -2.15  -1.174
100 H -0.85 1.85 2.17  0.105
101 H -2.26 2.57 1.41  -0.045
102 H 0.57 3.68 1.40  -0.225
103 H -0.79 4.33 2.31  0.444
104 H -0.38 5.53 0.09  0.482
105 H -2.01 4.90 0.29  0.276
106 H -0.41 5.57 -2.07  0.462
107 H -1.86 4.72 -2.58  0.265
108 C -4.94 2.11 -4.00  -0.909
109 N -4.30 0.86 -3.63  -0.130
110 C -3.47 0.65 -2.59  0.308
111 S -2.35 -0.61 -2.66  -0.368
112 N -3.54 1.47 -1.53  1.548
113 C -4.76 2.14 -1.07  -1.476
114 H -5.04 2.13 -5.08  0.358
115 H -4.31 2.96 -3.71  0.195
116 H -5.92 2.24 -3.55  0.322
117 H -4.21 0.16 -4.35  0.331
118 H -2.91 1.19 -0.79  -0.982
119 H -5.64 1.55 -1.31  0.450
120 H -4.86 3.14 -1.48  0.382
121 H -4.70 2.21 0.02  0.300